a) DFT (ωB97M-V/def2-TZVPD) results for the ion C4H10NOS with charge -1.

The charge is -1. The value obtained for the HOMO-LUMO gap is 0.199 hartree. As for the SMILES: C[C@H](CS)NC[O-].

XYZ file:
```
17
C4H10NOS ωB97M-V/def2-TZVPD
C 0.106 1.905 -0.233
C 0.370 0.408 0.013
C -0.294 -0.456 -1.134
S 0.198 0.206 -2.836
N -0.060 0.013 1.291
C 0.103 -1.376 1.830
O -0.668 -1.565 2.866
H -0.466 2.101 -1.138
H -0.501 2.221 0.617
H 1.025 2.483 -0.206
H 1.427 0.127 -0.097
H 0.143 -1.441 -1.220
H -1.376 -0.509 -1.034
H -0.299 -0.869 -3.474
H -0.910 0.354 1.737
H -0.027 -2.088 0.970
H 1.230 -1.513 2.048
```

b) DFT (ωB97M-V/def2-TZVPD) results for a cluster of 3 separate species, C4H10NOS in total.

The charge is -1. The value obtained for the HOMO-LUMO gap is 0.159 hartree.

XYZ file:
```
17
C4H10NOS ωB97M-V/def2-TZVPD
C 0.754 -0.702 1.660
N 0.125 0.442 1.688
C -0.771 0.746 0.676
O 0.341 1.882 -1.842
C 1.285 -1.390 0.564
C 1.372 -0.829 -0.802
S -3.490 -0.627 0.199
H 1.025 -1.085 2.644
H 0.820 0.123 -0.886
H -0.333 1.533 0.003
H -0.996 -0.063 -0.022
H -1.746 1.160 0.988
H -3.792 0.615 -0.240
H 1.905 -2.270 0.731
H 0.953 -1.475 -1.569
H 2.339 -0.404 -1.100
H 0.210 2.344 -2.692
```

Which structure is the least stable? The one labeled b).

a) DFT (ωB97M-V/def2-TZVPD) results for a structure of composition C25H20ClCoN3O2.

The charge is 0. The spin multiplicity is 2. The value obtained for the HOMO-LUMO gap (spin up / spin down) is 0.239 / 0.231 hartree.

XYZ file:
```
52
C25H20ClCoN3O2 ωB97M-V/def2-TZVPD
Co 1.171 0.682 -0.804
Cl -1.615 -2.977 -6.406
C -0.821 -1.918 -5.272
C -0.010 -0.874 -5.747
C 0.616 -0.030 -4.877
C 0.489 -0.160 -3.460
O 1.127 0.686 -2.725
C -0.339 -1.228 -3.003
C -0.604 -1.509 -1.619
N -0.077 -0.867 -0.637
C -0.431 -1.113 0.714
C -1.453 -1.890 1.182
C -1.700 -1.984 2.574
C -0.921 -1.321 3.474
C 0.148 -0.507 3.019
C 1.014 0.205 3.886
C 2.008 0.974 3.362
C 2.115 1.087 1.957
N 1.328 0.446 1.132
C 0.367 -0.388 1.644
C -0.981 -2.084 -3.930
H 0.108 -0.744 -6.816
H 1.234 0.781 -5.239
H -1.305 -2.325 -1.432
H -2.107 -2.421 0.503
H -2.529 -2.589 2.917
H -1.115 -1.388 4.537
H 0.868 0.129 4.957
H 2.689 1.529 3.991
H 2.846 1.749 1.508
H -1.611 -2.883 -3.558
C 3.310 -1.708 -0.928
O 3.185 -0.296 -1.102
H 4.317 -2.049 -1.170
H 2.581 -2.248 -1.538
H 3.109 -1.911 0.122
H 3.263 -0.087 -2.042
C 0.349 2.522 -0.647
C -0.631 2.404 0.436
C -1.816 1.667 0.246
C -2.625 1.305 1.301
C -2.286 1.680 2.604
C -1.168 2.486 2.809
C -0.373 2.854 1.740
C -3.063 1.213 3.718
N -3.689 0.820 4.602
H 1.118 3.278 -0.464
H -0.101 2.688 -1.625
H -2.063 1.332 -0.756
H -3.509 0.704 1.130
H -0.919 2.811 3.812
H 0.500 3.471 1.919
```

b) DFT (ωB97M-V/def2-TZVPD) results for a structure of composition C25H20ClCoN3O2.

The charge is 0. The spin multiplicity is 2. The value obtained for the HOMO-LUMO gap (spin up / spin down) is 0.180 / 0.211 hartree.

XYZ file:
```
52
C25H20ClCoN3O2 ωB97M-V/def2-TZVPD
Co -0.133 0.018 -0.290
Cl 6.711 2.073 -0.034
C 5.143 1.371 -0.255
C 4.960 0.415 -1.253
C 3.725 -0.175 -1.388
C 2.642 0.166 -0.559
O 1.515 -0.455 -0.738
C 2.819 1.210 0.408
C 1.725 1.723 1.152
N 0.513 1.213 1.133
C -0.551 1.750 1.817
C -0.547 2.826 2.711
C -1.732 3.241 3.303
C -2.929 2.596 3.071
C -2.979 1.495 2.200
C -4.148 0.757 1.917
C -4.078 -0.293 1.026
C -2.871 -0.606 0.420
N -1.744 0.077 0.657
C -1.783 1.099 1.549
C 4.102 1.769 0.552
H 5.775 0.154 -1.910
H 3.554 -0.920 -2.151
H 1.908 2.639 1.706
H 0.363 3.361 2.932
H -1.712 4.098 3.961
H -3.846 2.928 3.536
H -5.072 1.004 2.418
H -4.944 -0.893 0.793
H -2.786 -1.454 -0.241
H 4.270 2.518 1.311
C -1.420 -2.121 -2.563
O -0.672 -1.858 -1.390
H -1.548 -3.199 -2.700
H -0.942 -1.702 -3.451
H -2.397 -1.659 -2.438
H 0.209 -2.242 -1.487
C -0.332 1.484 -1.885
C -0.526 2.761 -1.267
C -1.805 3.176 -0.834
C -2.010 4.407 -0.267
C -0.936 5.296 -0.124
C 0.349 4.895 -0.518
C 0.547 3.657 -1.074
C -1.154 6.603 0.344
N -1.351 7.684 0.680
H 0.587 1.418 -2.461
H -1.204 1.116 -2.423
H -2.644 2.508 -0.967
H -2.996 4.708 0.056
H 1.167 5.591 -0.413
H 1.535 3.359 -1.391
```

Which structure is the least stable? The one labeled b).

a) DFT (ωB97M-V/def2-TZVPD) results for a structure of composition ClHN2O.

The charge is 0. The value obtained for the HOMO-LUMO gap is 0.310 hartree.

XYZ file:
```
5
ClHN2O ωB97M-V/def2-TZVPD
N 0.727 1.778 -0.151
N -0.432 0.393 -0.476
O 1.753 1.350 0.175
Cl -1.897 0.968 0.086
H 0.068 -0.360 0.179
```

b) DFT (ωB97M-V/def2-TZVPD) results for a cluster of 2 separate species, ClHN2O in total.

The charge is 0. The value obtained for the HOMO-LUMO gap is 0.467 hartree. As for the SMILES: N#[N+][O-].Cl.

XYZ file:
```
5
ClHN2O ωB97M-V/def2-TZVPD
N 1.589 0.224 0.071
N 0.539 -0.205 0.130
O 2.605 0.726 0.000
Cl -2.929 -0.226 -0.024
H -1.805 -0.520 -0.178
```

Which structure is the least stable? The one labeled a).

a) DFT (ωB97M-V/def2-TZVPD) results for a structure of composition C2H5N3O2S.

The charge is 0. The value obtained for the HOMO-LUMO gap is 0.311 hartree.

XYZ file:
```
13
C2H5N3O2S ωB97M-V/def2-TZVPD
C 0.217 -0.929 -0.484
C -0.235 2.057 0.835
H -0.516 0.111 1.615
H -1.816 -1.988 -0.339
H 1.779 1.278 0.878
H -1.187 1.819 0.373
H -0.633 3.731 0.987
N -0.973 -1.281 0.220
N 0.692 0.888 0.979
N 0.042 3.047 1.458
O -1.537 -0.301 1.024
O 0.748 0.221 -0.269
S 0.654 -1.853 -1.891
```

b) DFT (ωB97M-V/def2-TZVPD) results for a cluster of 2 separate species, C2H5N3O2S in total.

The charge is 0. The value obtained for the HOMO-LUMO gap is 0.322 hartree. As for the SMILES: O=C1N=NCN1.OS.

XYZ file:
```
13
C2H5N3O2S ωB97M-V/def2-TZVPD
C 2.068 -0.096 0.227
C -0.011 0.493 -0.696
N 1.568 1.224 0.648
N 0.514 1.508 0.170
N 1.000 -0.535 -0.489
O -0.811 0.272 -1.598
O -3.261 0.246 0.598
S -1.831 -0.153 1.240
H 2.929 0.067 -0.383
H 2.281 -0.582 1.228
H -1.639 -1.351 0.493
H -3.520 0.320 -0.543
H 0.714 -1.414 -0.894
```

Which structure is the least stable? The one labeled a).

a) DFT (ωB97M-V/def2-TZVPD) results for a structure of composition C2H5N3O2S.

The charge is 0. The value obtained for the HOMO-LUMO gap is 0.350 hartree.

XYZ file:
```
13
C2H5N3O2S ωB97M-V/def2-TZVPD
C -0.583 -0.407 0.564
C 0.400 1.391 -2.331
H 0.202 -0.947 3.564
H 0.042 -2.116 1.905
H 1.543 0.000 0.829
H -1.554 0.560 -1.249
H 1.428 1.617 -2.702
N 0.723 -1.139 2.465
N 0.496 0.225 1.334
N -0.770 -0.125 -0.830
O -1.434 -1.391 1.019
O 0.444 0.554 -1.367
S -0.937 1.779 -3.200
```

b) DFT (ωB97M-V/def2-TZVPD) results for an isolated molecule of C2H5N3O2S.

The charge is 0. The value obtained for the HOMO-LUMO gap is 0.329 hartree. As for the SMILES: ONC1=NSCON1.

XYZ file:
```
13
C2H5N3O2S ωB97M-V/def2-TZVPD
C 0.755 0.283 0.081
C -2.084 0.391 0.159
H 2.286 -1.249 -0.299
H 2.365 1.179 -0.839
H -3.065 0.291 -0.345
H -2.209 0.650 1.212
H 0.295 2.272 0.219
N 2.084 0.602 0.016
N 0.364 -0.918 -0.116
N -0.098 1.341 0.319
O 2.882 -0.564 0.070
O -1.300 1.337 -0.431
S -1.300 -1.284 -0.002
```

Which structure is the least stable? The one labeled a).

a) DFT (ωB97M-V/def2-TZVPD) results for the ion C3H4NS with charge +1.

The charge is +1. The value obtained for the HOMO-LUMO gap (spin up / spin down) is 0.280 / 0.280 hartree.

XYZ file:
```
9
C3H4NS ωB97M-V/def2-TZVPD
C 0.703 -1.248 -0.422
C 2.768 0.940 -0.364
C -1.362 -0.226 0.345
N -0.350 -0.773 -0.124
S 2.639 -0.386 0.343
H 0.971 -2.004 -1.092
H 2.893 1.641 -1.090
H -1.988 -0.812 0.969
H -1.677 0.793 -0.258
```

b) DFT (ωB97M-V/def2-TZVPD) results for the ion C3H4NS with charge +1.

The charge is +1. The value obtained for the HOMO-LUMO gap (spin up / spin down) is 0.318 / 0.227 hartree.

XYZ file:
```
9
C3H4NS ωB97M-V/def2-TZVPD
C 0.476 1.238 -0.585
C -2.360 0.741 0.387
C -0.033 -0.954 0.186
N 0.829 0.206 -0.024
S -1.828 -0.437 -0.433
H 1.229 2.099 -0.713
H 0.166 -1.606 -0.664
H -0.028 -1.397 1.176
H 1.550 0.110 0.670
```

c) DFT (ωB97M-V/def2-TZVPD) results for a structure of composition C3H4NS.

The charge is +1. The value obtained for the HOMO-LUMO gap is 0.295 hartree.

XYZ file:
```
9
C3H4NS ωB97M-V/def2-TZVPD
C 0.745 -0.351 1.295
C -0.159 -0.466 2.566
C -0.975 0.257 -0.032
N 0.336 -0.170 -0.051
S -1.551 0.170 1.831
H 1.783 -0.640 1.578
H -0.863 1.330 -0.261
H -1.833 -0.247 -0.536
H 1.218 0.028 -0.666
```

Which structure is the least stable? The one labeled b).